DFT (ωB97M-V with the def2-TZVPD basis set) results for a gas-phase ion, C7H12O (charge +1) in a non-equilibrium geometry.

Positions of all 20 atoms, in Å:
1 C -0.68100 2.71010 0.71330
2 C 0.81551 2.48418 0.81992
3 C 0.88451 1.71661 -0.34126
4 C 0.35930 0.20284 -0.49570
5 C 0.43039 -1.09775 0.27458
6 C -0.22912 -2.14037 -0.33463
7 C -0.46147 -3.53210 -0.08650
8 O -1.26224 -4.25235 -0.87302
9 H -0.93944 3.43312 -0.06396
10 H -1.34900 2.84523 1.64142
11 H -1.13481 1.75694 0.33912
12 H 1.22036 2.10431 1.72370
13 H 1.06568 3.56216 0.64541
14 H 1.76946 1.84462 -0.94944
15 H 0.81605 -0.03707 -1.49791
16 H -0.71829 0.15374 -0.73452
17 H 1.01807 -1.18676 1.19809
18 H -0.75944 -1.89482 -1.32834
19 H -0.11058 -3.98623 0.92180
20 H -0.73394 -4.68638 -1.57205

Multiplicity   2
ΔE to the lowest compared entry with this formula, charge and spin   314.7 kJ/mol
Total charge   +1
HOMO energy (alpha / beta)   -11.86 / -14.44 eV